[1]
{
  "formula": "C20H40Br20",
  "method": "the ωB97M-V functional and the def2-TZVPD basis",
  "species": ["Br", "C", "C", "Br", "H", "H", "H", "H", "Br", "C", "C", "Br", "H", "H", "H", "H", "Br", "C", "C", "Br", "H", "H", "H", "H", "Br", "C", "C", "Br", "H", "H", "H", "H", "Br", "C", "C", "Br", "H", "H", "H", "H", "Br", "C", "C", "Br", "H", "H", "H", "H", "Br", "C", "C", "Br", "H", "H", "H", "H", "Br", "C", "C", "Br", "H", "H", "H", "H", "Br", "C", "C", "Br", "H", "H", "H", "H", "Br", "C", "C", "Br", "H", "H", "H", "H"],
  "coordinates": [[8.728, -11.637, -26.475], [8.901, -11.412, -24.461], [7.948, -10.363, -23.926], [7.804, -10.484, -21.939], [9.923, -11.341, -24.090], [8.468, -12.389, -24.242], [6.951, -10.376, -24.365], [8.277, -9.356, -24.184], [9.242, -15.279, -22.262], [8.709, -17.227, -22.458], [7.386, -17.473, -23.230], [7.533, -16.649, -25.050], [8.533, -17.623, -21.458], [9.532, -17.743, -22.954], [6.577, -16.932, -22.739], [7.225, -18.550, -23.279], [5.509, -8.056, -16.050], [5.173, -9.500, -17.366], [3.700, -9.500, -17.875], [3.390, -10.894, -19.219], [5.584, -10.443, -17.006], [5.862, -9.369, -18.200], [3.506, -8.469, -18.173], [3.047, -9.673, -17.019], [11.006, -13.392, -17.821], [11.690, -12.137, -19.109], [11.072, -12.443, -20.548], [11.792, -11.229, -21.869], [12.778, -12.168, -19.065], [11.321, -11.179, -18.742], [9.989, -12.352, -20.629], [11.096, -13.505, -20.792], [7.994, -11.498, -18.158], [6.949, -12.900, -19.154], [7.515, -14.298, -19.100], [6.268, -15.345, -20.240], [6.803, -12.560, -20.179], [5.896, -12.930, -18.872], [7.605, -14.667, -18.078], [8.494, -14.297, -19.579], [12.539, -8.678, -19.216], [10.813, -7.710, -19.565], [9.673, -8.648, -19.264], [7.991, -7.688, -19.692], [10.740, -7.350, -20.591], [10.769, -6.853, -18.892], [9.635, -9.068, -18.259], [9.743, -9.416, -20.035], [2.779, -16.043, -16.084], [3.877, -14.620, -16.868], [5.176, -14.312, -16.122], [4.781, -13.448, -14.373], [3.250, -13.729, -16.834], [4.010, -14.793, -17.936], [5.770, -13.568, -16.653], [5.676, -15.206, -15.749], [2.619, -18.019, -21.322], [3.263, -17.371, -19.569], [4.253, -18.503, -19.073], [5.818, -18.718, -20.320], [2.468, -17.175, -18.851], [3.878, -16.476, -19.672], [3.678, -19.430, -19.063], [4.669, -18.294, -18.087], [11.381, -17.272, -19.671], [10.214, -17.287, -18.059], [8.813, -17.733, -18.516], [7.616, -17.357, -16.936], [10.240, -16.359, -17.487], [10.631, -18.082, -17.441], [8.758, -18.766, -18.859], [8.356, -17.151, -19.316], [8.264, -14.072, -15.404], [8.590, -12.843, -13.790], [9.155, -11.532, -14.333], [9.807, -10.307, -12.845], [9.157, -13.394, -13.039], [7.633, -12.605, -13.326], [8.470, -10.941, -14.941], [9.944, -11.776, -15.043]],
  "forces_ev_per_angstrom": [[0.4, 0.7, 1.1], [-1.4, -1.2, -0.4], [0.2, 0.9, -0.5], [0.1, -0.1, -1.1], [-0.1, 0.2, -0.5], [0.4, 0.0, 0.5], [0.0, -0.7, 0.4], [0.4, 0.0, 0.5], [-0.4, -1.4, -0.3], [-0.8, 0.2, -0.5], [1.3, 1.6, 0.0], [-0.2, -0.7, 0.8], [0.4, 0.2, 0.1], [0.1, 0.3, 0.2], [0.0, -0.3, -0.2], [-0.2, 0.2, -0.3], [-0.3, -0.8, -0.7], [0.1, -0.4, -1.0], [1.2, 0.4, 1.7], [0.2, 0.7, 0.4], [-0.8, 0.0, 0.8], [-0.2, 0.8, -0.1], [-0.3, -0.4, -0.8], [-0.1, -0.4, -0.3], [0.1, -0.5, 0.2], [-1.2, 0.2, -1.5], [-0.2, -0.4, 1.5], [0.1, -0.4, 0.0], [-0.2, -0.1, -0.3], [0.3, -0.1, -0.3], [-0.1, 0.9, 0.7], [1.3, 0.0, -0.3], [-0.8, -0.9, -0.7], [-0.9, 0.3, -0.4], [0.3, 0.9, -0.4], [0.6, 0.5, 0.9], [0.9, 0.2, -0.1], [0.1, 0.4, 1.0], [-0.4, -0.4, -0.3], [-0.1, -0.4, -0.1], [-0.8, 0.8, -0.2], [0.0, 0.3, 0.9], [0.0, -0.1, -1.2], [0.5, -0.2, 0.5], [0.5, -0.3, 0.1], [0.4, -0.1, -0.1], [0.0, 0.3, -0.1], [-0.4, -0.4, 0.4], [0.5, 0.3, -0.2], [-0.2, 1.0, 0.2], [-1.3, -0.4, 0.8], [-0.1, 0.0, -0.4], [-0.1, -0.1, 0.1], [0.3, -0.5, 0.1], [0.1, -0.4, 0.0], [0.3, 0.2, -0.8], [-0.2, 0.7, 0.7], [2.0, -1.3, 0.0], [-1.0, 0.8, -0.5], [-1.0, -0.3, 0.8], [-0.1, -0.4, -0.3], [-0.5, 0.1, -0.5], [0.5, -0.1, -0.1], [0.1, 0.1, -0.2], [-0.4, 0.3, 0.7], [-0.3, -1.2, -0.6], [0.0, 1.0, 0.5], [0.4, -0.6, -0.8], [0.0, 0.1, -0.6], [0.0, 0.2, 0.0], [0.0, -0.1, 0.7], [0.3, 0.3, 0.2], [0.6, 0.8, 1.7], [-0.9, 0.7, -0.4], [0.8, -0.3, -0.1], [-0.4, -1.1, -1.1], [0.4, 0.1, -0.6], [-0.3, -0.5, -0.3], [-0.4, -0.1, 0.6], [0.6, 0.3, 0.5]],
  "orbital_gap_ha": 0.372,
  "relative_energy_kcal_mol": 52.7,
  "charge": 0,
  "smiles": "BrCCBr.BrCCBr.BrCCBr.BrCCBr.BrCCBr.BrCCBr.BrCCBr.BrCCBr.BrCCBr.BrCCBr",
  "lumo_energy_ha": 0.0017
}

=====

[2]
{
  "formula": "C29H39MoN3O2S3",
  "method": "the ωB97M-V functional and the def2-TZVPD basis",
  "species": ["Mo", "C", "C", "C", "C", "C", "C", "H", "H", "H", "H", "H", "H", "S", "C", "S", "S", "C", "C", "C", "C", "C", "C", "C", "C", "N", "C", "C", "C", "C", "C", "C", "C", "C", "C", "C", "H", "H", "H", "H", "H", "H", "H", "H", "H", "H", "H", "H", "H", "H", "H", "H", "H", "H", "H", "H", "H", "H", "H", "H", "C", "N", "C", "N", "O", "H", "H", "H", "H", "H", "H", "C", "C", "O", "H", "H", "H"],
  "coordinates": [[0.314, 0.077, -0.994], [-1.023, -0.490, 2.399], [-0.055, -1.230, 3.064], [0.795, -0.605, 3.963], [0.688, 0.762, 4.186], [-0.278, 1.501, 3.519], [-1.142, 0.871, 2.633], [-1.686, -0.969, 1.691], [0.042, -2.293, 2.879], [1.548, -1.180, 4.489], [1.363, 1.254, 4.874], [-0.352, 2.569, 3.684], [-1.899, 1.439, 2.109], [3.643, -0.590, -4.207], [2.523, -0.312, -3.074], [2.311, -1.140, -1.535], [1.212, 0.830, -3.119], [4.006, -0.046, 2.138], [3.400, 1.172, 1.512], [4.058, 2.397, 1.504], [3.476, 3.503, 0.907], [4.192, 4.826, 0.874], [2.232, 3.396, 0.299], [1.522, 2.188, 0.301], [2.142, 1.106, 0.934], [0.275, 1.944, -0.334], [-0.580, 3.114, -0.651], [-0.053, 3.913, -1.860], [-0.962, 5.117, -2.133], [-1.057, 6.000, -0.886], [-1.670, 5.204, 0.270], [-3.056, 4.700, -0.123], [-2.922, 3.804, -1.352], [-2.358, 4.622, -2.512], [-1.983, 2.630, -1.051], [-0.771, 4.010, 0.595], [5.074, 0.090, 2.301], [3.867, -0.918, 1.494], [3.540, -0.266, 3.101], [5.035, 2.483, 1.966], [5.076, 4.812, 1.511], [3.543, 5.635, 1.212], [4.515, 5.068, -0.140], [1.832, 4.277, -0.174], [1.622, 0.153, 1.042], [-0.049, 3.250, -2.728], [0.977, 4.246, -1.731], [-0.539, 5.695, -2.960], [-1.670, 6.881, -1.097], [-0.061, 6.360, -0.605], [-1.745, 5.841, 1.156], [-3.721, 5.541, -0.344], [-3.500, 4.142, 0.708], [-3.903, 3.401, -1.625], [-3.018, 5.467, -2.731], [-2.302, 4.008, -3.416], [-1.903, 2.012, -1.944], [-2.397, 2.003, -0.257], [-1.229, 3.403, 1.381], [0.174, 4.365, 0.991], [-2.414, -3.606, -0.216], [-1.046, -3.982, 0.089], [-0.029, -3.100, 0.085], [1.210, -3.578, 0.394], [-0.237, -1.899, -0.127], [-3.094, -4.065, 0.500], [-2.694, -3.915, -1.224], [-2.502, -2.524, -0.145], [-0.841, -4.948, 0.277], [1.385, -4.565, 0.295], [1.971, -2.984, 0.093], [-1.548, -0.889, -3.540], [-1.166, -0.460, -2.164], [-1.953, -0.228, -1.252], [-2.579, -1.242, -3.559], [-0.860, -1.650, -3.905], [-1.436, -0.028, -4.202]],
  "forces_ev_per_angstrom": [[1.0, 0.2, -0.8], [-0.1, 0.0, 0.0], [0.0, 0.0, 0.0], [0.0, 0.0, 0.0], [0.0, 0.0, 0.0], [0.0, 0.0, 0.0], [0.1, 0.0, 0.0], [0.0, 0.0, 0.0], [0.0, 0.0, 0.0], [0.0, 0.0, 0.0], [0.0, 0.0, 0.0], [0.0, 0.0, 0.0], [0.0, 0.0, 0.0], [0.0, 0.0, 0.0], [-0.1, 0.0, 0.0], [0.1, 0.1, 0.1], [-0.1, 0.0, 0.2], [0.0, -0.1, 0.1], [-0.1, 0.3, -0.2], [0.1, -0.2, 0.1], [0.0, 0.1, -0.1], [0.0, 0.1, 0.0], [0.0, -0.2, 0.0], [0.2, 0.0, 0.1], [-0.2, -0.3, 0.3], [-0.1, -0.2, 0.0], [-0.3, 0.0, 0.1], [0.0, 0.0, 0.0], [0.0, 0.0, 0.0], [0.0, 0.0, 0.0], [0.0, 0.0, 0.0], [0.0, 0.0, 0.0], [0.0, -0.1, 0.0], [0.0, 0.0, -0.1], [0.0, 0.0, 0.1], [-0.1, -0.1, -0.1], [0.0, 0.0, 0.0], [0.0, 0.0, 0.0], [0.0, 0.0, 0.0], [0.0, 0.0, 0.0], [0.0, 0.0, 0.0], [0.0, 0.0, 0.0], [0.0, 0.0, 0.0], [0.1, 0.0, 0.1], [-0.2, 0.0, 0.1], [0.0, 0.0, 0.0], [-0.1, 0.0, -0.1], [0.0, 0.0, 0.0], [0.0, 0.0, 0.0], [0.0, 0.0, 0.0], [0.0, 0.0, 0.0], [0.0, 0.0, 0.0], [0.0, 0.0, 0.0], [0.0, 0.0, 0.0], [0.0, 0.0, 0.0], [0.0, 0.0, 0.0], [0.0, 0.0, 0.0], [0.0, 0.0, 0.0], [0.0, 0.0, 0.0], [0.1, 0.0, 0.0], [-0.1, 0.0, 0.0], [-0.1, -0.1, 0.0], [0.2, 0.1, 0.0], [0.0, 0.0, -0.1], [-0.2, 0.0, 0.1], [0.0, 0.0, 0.0], [0.0, 0.0, 0.0], [0.0, 0.0, 0.0], [0.0, 0.0, 0.0], [0.0, 0.0, 0.0], [0.0, 0.0, 0.0], [0.0, 0.1, 0.1], [0.0, -0.2, -0.5], [-0.4, 0.1, 0.4], [0.0, 0.0, 0.0], [0.0, 0.0, 0.0], [0.0, 0.0, 0.0]],
  "orbital_gap_ha": [0.262, 0.262],
  "charge": 0,
  "lumo_energy_ha": [-0.0040, -0.0040]
}

=====

[3]
{
  "formula": "C28H46BFN5O7",
  "method": "the ωB97M-V functional and the def2-TZVPD basis",
  "species": ["C", "C", "C", "C", "C", "C", "N", "C", "C", "C", "C", "F", "C", "B", "O", "O", "C", "C", "C", "N", "C", "C", "O", "O", "C", "C", "C", "O", "N", "C", "H", "H", "H", "H", "H", "H", "H", "H", "H", "H", "H", "H", "H", "H", "H", "H", "H", "H", "H", "H", "H", "H", "H", "H", "C", "C", "C", "O", "C", "N", "H", "H", "H", "H", "H", "H", "H", "H", "H", "H", "H", "C", "C", "C", "O", "C", "N", "H", "H", "H", "H", "H", "H", "H", "H", "H", "H", "H"],
  "coordinates": [[2.345, 2.659, 4.779], [2.406, 1.803, 3.766], [2.817, 0.585, 2.761], [1.768, -0.662, 2.912], [1.903, -1.493, 4.254], [2.974, -1.173, 5.425], [4.200, -2.049, 5.352], [0.909, -2.721, 4.461], [0.967, -3.640, 5.814], [-0.175, -3.088, 6.830], [-0.677, -1.584, 6.522], [-1.327, -4.000, 6.944], [-0.167, -3.022, 3.359], [-1.188, -4.302, 3.587], [-2.613, -4.158, 3.806], [-0.652, -5.653, 3.524], [-0.055, -5.943, 2.227], [1.546, -5.652, 2.152], [-0.345, -2.163, 2.007], [-1.429, -2.574, 1.126], [-1.425, -1.690, -0.015], [-2.606, -1.935, -1.126], [-3.657, -1.188, -1.021], [-2.520, -2.870, -2.163], [-0.416, -0.515, -0.316], [-0.552, 0.374, -1.670], [-0.328, -0.484, -3.023], [0.181, -1.846, -2.763], [0.642, -0.159, 0.594], [0.665, -0.986, 1.792], [2.366, 3.586, 5.471], [2.782, 1.026, 1.701], [3.890, 0.194, 2.997], [3.275, -0.065, 5.497], [2.421, -1.415, 6.426], [4.185, -2.681, 6.176], [4.078, -2.605, 4.480], [0.880, -4.768, 5.586], [1.979, -3.511, 6.378], [0.300, -3.055, 7.893], [0.190, -0.823, 6.543], [-1.318, -1.499, 5.563], [-1.394, -1.288, 7.396], [-2.979, -5.071, 3.625], [-0.536, -5.367, 1.346], [-0.181, -7.082, 2.044], [2.178, -6.626, 2.190], [1.787, -5.166, 1.121], [1.938, -4.966, 2.986], [-1.532, 1.006, -1.685], [0.311, 1.171, -1.649], [0.405, -0.016, -3.774], [-1.376, -0.598, -3.525], [-0.020, -2.329, -3.612], [-3.320, 0.725, -5.910], [-3.655, 1.615, -4.717], [-5.099, 2.160, -4.740], [-5.303, 3.241, -5.650], [-5.533, 2.844, -6.991], [-2.669, 2.703, -4.641], [-3.163, 1.294, -6.829], [-2.398, 0.166, -5.720], [-4.117, -0.003, -6.090], [-3.553, 0.998, -3.816], [-5.320, 2.567, -3.748], [-5.828, 1.360, -4.916], [-6.096, 1.909, -7.054], [-4.584, 2.755, -7.524], [-6.112, 3.630, -7.482], [-2.841, 3.240, -3.793], [-2.888, 3.362, -5.391], [2.123, 4.447, -4.367], [1.557, 4.431, -2.951], [2.346, 5.316, -1.962], [3.575, 4.745, -1.517], [4.665, 4.930, -2.404], [1.477, 3.040, -2.485], [3.037, 3.857, -4.463], [1.397, 4.026, -5.071], [2.341, 5.470, -4.691], [0.538, 4.831, -3.006], [1.737, 5.437, -1.060], [2.509, 6.323, -2.364], [4.618, 5.894, -2.920], [4.705, 4.112, -3.126], [5.587, 4.897, -1.819], [1.015, 3.026, -1.577], [2.430, 2.737, -2.274]],
  "forces_ev_per_angstrom": [[0.6, -3.7, -5.6], [0.9, 3.3, 5.2], [-1.3, 0.3, 0.6], [-0.8, -2.0, 2.0], [-2.3, -0.2, -2.9], [-1.4, 0.1, 0.4], [-1.2, -0.3, -0.3], [-0.5, 1.0, -3.3], [-0.3, 1.1, -0.4], [0.4, 0.5, 0.8], [-1.2, -0.3, 0.9], [1.9, 1.5, -0.5], [1.9, 1.9, 0.7], [-1.0, -0.3, -0.1], [2.7, -1.7, -0.8], [-0.7, 1.8, -1.2], [1.5, -0.7, -0.9], [0.4, -0.2, -0.5], [1.4, -0.1, 2.3], [3.8, 5.2, -2.1], [0.1, -1.2, 0.6], [-2.7, -1.8, -4.1], [3.7, -1.5, 0.6], [0.8, 4.0, 5.3], [1.1, -0.2, 2.3], [1.5, 0.4, 0.6], [-1.3, -0.7, -0.6], [-0.4, 1.1, -1.4], [-3.9, -3.3, -0.4], [0.0, -0.6, 0.8], [-0.3, -2.3, -1.7], [0.0, -0.9, 1.6], [-2.0, 1.0, -0.2], [-0.6, -1.7, -0.5], [0.9, 0.6, -1.7], [0.1, 0.4, -1.1], [0.4, 0.3, 1.1], [-0.2, 1.9, 0.3], [-1.8, -0.1, -1.2], [-1.0, -0.3, -1.7], [-1.3, -1.4, -0.3], [1.4, -0.2, 1.5], [1.3, -0.6, -1.4], [0.4, 1.4, 0.5], [0.5, -0.9, 1.6], [-0.1, 2.0, 0.3], [-1.2, 1.5, 0.0], [-0.4, -0.7, 1.9], [-0.9, -0.9, -1.3], [1.6, -1.6, 0.0], [-1.7, -1.8, 0.3], [-1.2, -0.1, 1.4], [1.8, 0.2, 0.8], [0.1, 0.5, 1.7], [0.1, -0.3, -0.1], [-0.1, 0.1, -0.3], [0.2, 0.1, 0.3], [-0.2, -0.4, 0.0], [0.1, 0.4, 0.1], [-0.3, 0.2, 0.0], [0.0, 0.1, 0.1], [-0.1, 0.1, 0.0], [0.1, 0.1, 0.0], [-0.1, 0.1, 0.0], [0.0, 0.1, -0.1], [0.1, 0.0, -0.1], [0.1, 0.0, 0.0], [-0.1, -0.2, -0.1], [0.0, 0.0, 0.1], [0.1, -0.1, 0.0], [0.1, -0.2, 0.1], [-0.1, 0.1, -0.3], [0.4, -0.2, 0.0], [-0.2, -0.2, 0.2], [-0.1, 0.5, -0.3], [0.0, -0.3, 0.3], [0.2, 0.4, 0.2], [-0.1, 0.0, 0.1], [0.1, 0.0, 0.2], [0.0, -0.1, 0.0], [0.1, 0.0, 0.1], [0.1, -0.1, 0.0], [0.1, 0.0, -0.1], [-0.1, 0.0, 0.0], [0.1, 0.1, -0.2], [-0.1, 0.0, 0.0], [0.0, 0.0, -0.1], [-0.2, 0.0, -0.1]],
  "orbital_gap_ha": 0.238,
  "charge": -1,
  "lumo_energy_ha": 0.0662
}

=====

Asked for max |F| across the records above, the calculation gives 2.41 1.34 6.71 eV/Å in order.
Asked for total energy across the records above, the calculation gives -1422238.67045 -73635.05939 -54949.26303 eV in order.